Record 1
{"formula": "CH4BNO2", "method": "ωB97M-V/def2-TZVPD", "symbols": ["B", "C", "N", "O", "O", "H", "H", "H", "H"], "xyz": [[1.0409, 0.0911, -0.5852], [-0.4202, -0.4849, -0.1981], [-0.4658, 0.4938, 0.8211], [-1.3654, 0.7068, 1.6099], [0.5994, 1.1724, 0.7168], [1.8508, -0.6228, -0.0945], [1.1541, 0.7267, -1.6309], [-1.8507, -0.6290, -0.7922], [-0.5430, -1.4544, 0.1531]], "e_homo_ev": -11.16, "multiplicity": 1}



Record 2
{"formula": "CH4BNO2", "method": "ωB97M-V/def2-TZVPD", "symbols": ["B", "C", "N", "O", "O", "H", "H", "H", "H"], "xyz": [[-0.3153, -0.7509, 0.8687], [0.3815, 0.7099, 0.0416], [-0.1256, -0.0082, -1.0214], [0.2282, 0.0996, -2.1493], [-1.0125, -0.7630, -0.5418], [-0.8817, -0.2500, 1.7166], [0.5089, -1.6345, 1.1377], [-0.1523, 1.5873, 0.2972], [1.3688, 1.0097, -0.3493]], "e_homo_ev": -10.74, "multiplicity": 1}



Record 3
{"formula": "CH4Br2Si", "method": "ωB97M-V/def2-TZVPD", "symbols": ["C", "Si", "Br", "Br", "H", "H", "H", "H"], "xyz": [[-0.4871, -0.9808, -0.4051], [0.2608, 0.6894, -0.1193], [1.0913, -2.1066, -0.1919], [-1.6466, 2.3471, 0.6050], [-0.7592, -1.2387, -1.4991], [-1.1330, -1.3948, 0.3336], [1.3774, 1.0690, -0.9789], [0.5470, 0.7494, 1.3126]], "e_homo_ev": [-5.72, -9.95], "multiplicity": 3, "s_squared": 2.005}



Record 4
{"formula": "CH4BrClSi", "method": "ωB97M-V/def2-TZVPD", "symbols": ["C", "Si", "Cl", "Br", "H", "H", "H", "H"], "xyz": [[0.7834, 0.0395, 1.4178], [-0.4416, -0.2089, -0.0040], [1.6454, -1.3133, 2.0818], [0.1801, 1.2903, 2.7492], [1.8009, 0.8947, 0.7780], [0.4330, -0.3486, -1.1200], [-0.9889, 1.0807, -0.0080], [-1.4174, -1.2406, 0.0934]], "e_homo_ev": -9.85, "multiplicity": 1}



Record 5
{"formula": "CH4BrFSi", "method": "ωB97M-V/def2-TZVPD", "symbols": ["C", "F", "Si", "Br", "H", "H", "H", "H"], "xyz": [[0.6486, 0.2598, -0.8704], [-2.4675, 0.4962, 0.1723], [-0.2812, -0.5299, 0.6273], [-0.0880, 0.3569, 2.5849], [0.2043, 1.3097, -0.9846], [1.6191, 0.3976, -0.5689], [0.6595, -0.3621, -1.8891], [-0.2948, -1.9282, 0.9287]], "e_homo_ev": -10.71, "multiplicity": 1}



Record 6
{"formula": "CH4BrN4", "method": "ωB97M-V/def2-TZVPD", "symbols": ["H", "N", "N", "C", "N", "N", "Br", "H", "H", "H"], "xyz": [[-0.1630, 1.7669, 1.3414], [-0.8024, 1.5717, 0.6043], [-0.4693, 0.5755, 0.0082], [0.1946, -0.3975, -0.3965], [-0.2456, -1.6777, -0.1969], [1.4895, -0.1181, -1.2396], [2.9628, 0.4318, -0.3291], [-1.2056, -1.8690, -0.0095], [0.3165, -2.4166, -0.6105], [1.1839, 0.4820, -1.9691]], "e_homo_ev": [-14.35, -14.35], "multiplicity": 1, "total_charge": 1, "smiles": "[H]/N=N\\C(N)=[NH+]/Br"}



So what do the calculations give for relative energy (zero: lowest compared OMol25 entry of this formula, charge and spin)? Going down the list: 86.8, 59.2, 52.1, 85.1, 82.1, 40.6 kcal per mole.
So what do the calculations give for strongest force on any atom? Going down the list: 0.0935, 0.0617, 0.0536, 0.0952, 0.0819, 0.0924 hartree/bohr.